This record from OMol25 describes C4H3ClSi in the gas phase at a distorted geometry. The level of theory is ωB97M-V/def2-TZVPD.

**F_max**: 3.8 eV Å⁻¹
**Gap between HOMO and LUMO**: 10.76 eV
**HOMO**: -0.3786 hartree
**E**: -24593.898 eV
**Total charge**: 0
**Relative energy (zero: lowest compared OMol25 entry of this formula, charge and spin)**: 84.3 kJ/mol
**Structure (SMILES)**: C#C[SiH](Cl)C#C

Bonds (Å) are listed after each position.
Element x y z (Å)
1 C -1.06621 -1.86288 -0.54009  C2 1.218, H7 1.038
2 C -0.14245 -1.27151 -0.01012  C1 1.218, Si3 1.804
3 Si 1.01833 -0.08530 0.69611  C2 1.804, Cl4 2.098, C5 1.816, H8 1.646
4 Cl 2.95739 -0.47715 -0.00342  Si3 2.098
5 C 0.08080 1.30302 -0.00542  Si3 1.816, C6 1.197
6 C -0.66345 2.15192 -0.40191  C5 1.197, H9 1.151
7 H -1.75333 -2.47885 -1.01520  C1 1.038
8 H 1.04675 0.08259 2.33315  Si3 1.646
9 H -1.47783 2.63815 -1.05309  C6 1.151



This record from OMol25 describes C5H13N3 in the gas phase at a distorted geometry. The level of theory is ωB97M-V/def2-TZVPD.

**F_max**: 3.5 eV Å⁻¹
**Gap between HOMO and LUMO**: 9.16 eV
**HOMO**: -0.2970 hartree
**E**: -9862.505 eV
**Total charge**: 0
**Relative energy (zero: lowest compared OMol25 entry of this formula, charge and spin)**: 372.6 kJ/mol
**Structure (SMILES)**: CN(CN)[C@@]1(C)CN1

Bonds (Å) are listed after each position.
Element x y z (Å)
1 C -0.00373 -1.99815 0.38609  N2 1.444, H9 1.092, H10 1.095, H11 1.105
2 N 0.27372 -0.58201 0.44522  C1 1.444, C3 1.789, C5 1.413
3 C 1.82186 -0.14820 -0.33911  N2 1.789, N4 1.383, H12 1.085, H13 1.092
4 N 2.44827 0.79307 0.45649  C3 1.383, H14 1.016, H15 1.012
5 C -0.74536 0.25889 -0.05696  N2 1.413, C6 1.521, C7 1.482, N8 1.496
6 C -1.63824 -0.12517 -1.22636  C5 1.521, H16 1.088, H17 1.090, H18 1.090
7 C -1.26550 1.21022 0.95344  C5 1.482, N8 1.460, H19 1.085, H20 1.084
8 N -0.40775 1.71485 -0.11426  C5 1.496, C7 1.460, H21 1.015
9 H 0.72735 -2.52828 1.00048  C1 1.092
10 H -1.00128 -2.23361 0.77046  C1 1.095
11 H 0.08332 -2.40862 -0.63570  C1 1.105
12 H 2.24334 -1.14157 -0.22825  C3 1.085
13 H 1.82832 0.10282 -1.40138  C3 1.092
14 H 2.25110 0.64393 1.44240  N4 1.016
15 H 2.24267 1.75373 0.21557  N4 1.012
16 H -2.32828 0.68157 -1.46658  C6 1.088
17 H -1.03613 -0.35600 -2.10474  C6 1.090
18 H -2.26313 -0.98356 -0.98031  C6 1.090
19 H -0.84528 1.15530 1.95241  C7 1.085
20 H -2.30186 1.52419 0.90913  C7 1.084
21 H -0.08340 2.66660 0.02198  N8 1.015